{
  "formula": "C28H33IrN4O2STe",
  "method": "ωB97M-V/def2-TZVPD",
  "homo_ev": [-8.8631, -10.3638],
  "orbital_gap_ev": [6.107, 5.742],
  "s_squared": 8.826,
  "charge": 1,
  "spin_multiplicity": 6,
  "elements": ["Ir", "C", "N", "C", "C", "C", "N", "C", "C", "C", "C", "C", "C", "C", "O", "C", "C", "C", "N", "C", "C", "C", "C", "C", "C", "C", "O", "H", "H", "H", "H", "H", "H", "H", "H", "H", "H", "H", "H", "H", "H", "H", "H", "H", "H", "H", "H", "H", "H", "H", "H", "H", "C", "C", "C", "N", "H", "H", "H", "H", "H", "Te", "C", "C", "C", "C", "S", "H", "H", "H"],
  "xyz": [[-0.262, 0.376, -0.143], [2.546, 1.364, -0.669], [1.524, 0.513, -1.337], [1.161, 1.141, -2.647], [0.246, 2.356, -2.486], [-1.223, 1.986, -2.545], [-1.530, 0.930, -1.568], [-2.611, 0.194, -1.786], [-3.062, -0.884, -1.033], [-4.172, -1.686, -1.650], [-3.647, -4.017, -0.716], [-3.213, -3.632, 0.533], [-2.811, -2.379, 0.992], [-2.564, -1.182, 0.262], [-1.792, -0.336, 0.896], [2.090, -0.874, -1.542], [1.364, -2.026, -0.834], [1.375, -1.900, 0.701], [1.004, -0.552, 1.149], [1.308, -0.154, 2.338], [1.036, 1.121, 2.910], [1.355, 1.277, 4.283], [1.141, 2.452, 4.940], [0.595, 3.530, 4.216], [0.286, 3.420, 2.886], [0.496, 2.218, 2.175], [0.240, 2.206, 0.893], [3.428, 1.433, -1.311], [2.820, 0.925, 0.284], [2.141, 2.351, -0.479], [0.676, 0.378, -3.258], [2.088, 1.426, -3.150], [0.447, 3.071, -3.284], [0.455, 2.864, -1.543], [-1.478, 1.624, -3.544], [-1.835, 2.868, -2.345], [-3.177, 0.433, -2.684], [-4.391, -1.263, -2.629], [-3.836, -5.075, -0.863], [-3.145, -4.426, 1.268], [-2.477, -2.319, 2.021], [3.128, -0.868, -1.209], [2.093, -1.088, -2.610], [1.951, -2.922, -1.041], [-0.421, -1.422, -1.806], [2.376, -2.144, 1.064], [0.677, -2.640, 1.100], [1.837, -0.864, 2.978], [1.776, 0.430, 4.816], [1.385, 2.554, 5.988], [0.415, 4.471, 4.723], [-0.128, 4.253, 2.331], [1.180, -5.208, -2.354], [0.120, -4.727, -1.350], [-0.553, -3.445, -1.736], [0.038, -2.233, -1.418], [1.596, -6.170, -2.048], [2.007, -4.499, -2.450], [0.733, -5.330, -3.342], [0.569, -4.627, -0.354], [-0.645, -5.498, -1.263], [-2.068, -3.438, -3.146], [-3.939, -3.177, -1.875], [-5.009, -3.747, -2.760], [-6.308, -3.305, -2.664], [-6.760, -2.342, -1.764], [-5.733, -1.431, -0.721], [-4.772, -4.588, -3.400], [-7.054, -3.771, -3.297], [-7.815, -2.133, -1.653]],
  "forces_ev_per_angstrom": [[0.13, -0.01, -0.06], [0.10, 0.00, -0.10], [-0.22, 0.12, 0.13], [0.06, 0.05, -0.02], [0.09, -0.02, 0.04], [-0.08, -0.08, 0.09], [-0.23, 0.02, -0.23], [0.24, 0.36, -0.04], [-0.07, -0.33, 0.26], [-0.20, -0.10, 0.13], [-0.18, -0.02, 0.27], [-0.06, -0.03, -0.16], [-0.01, 0.03, 0.09], [-0.18, 0.03, -0.21], [0.24, 0.02, 0.03], [0.06, 0.01, 0.01], [-0.15, -0.08, -0.05], [0.01, 0.07, 0.03], [-0.01, -0.38, 0.27], [0.06, -0.15, -0.15], [-0.07, 0.10, 0.07], [0.00, -0.16, -0.16], [-0.08, 0.23, -0.02], [0.04, -0.04, 0.14], [-0.03, 0.05, -0.07], [0.10, -0.01, 0.00], [-0.20, 0.07, 0.17], [0.01, -0.02, 0.00], [0.00, -0.01, 0.00], [-0.01, -0.01, -0.02], [-0.04, 0.00, 0.01], [0.05, -0.05, -0.01], [0.04, -0.01, -0.01], [0.00, 0.02, -0.04], [-0.03, -0.01, -0.04], [-0.03, -0.01, 0.07], [-0.02, 0.03, -0.01], [0.10, -0.01, -0.11], [0.02, 0.01, -0.01], [-0.01, -0.01, -0.01], [-0.02, 0.02, -0.02], [0.01, 0.03, 0.02], [0.01, 0.01, -0.04], [0.05, 0.03, -0.12], [0.01, -0.01, -0.11], [0.02, 0.00, 0.02], [-0.04, 0.05, 0.05], [0.03, 0.01, -0.01], [-0.02, 0.02, -0.05], [-0.02, 0.02, -0.04], [0.01, -0.02, -0.02], [0.02, -0.01, 0.04], [-0.02, 0.01, 0.03], [0.08, 0.07, 0.01], [0.05, -0.05, 0.04], [0.19, 0.01, 0.13], [-0.01, 0.04, 0.00], [-0.04, -0.03, -0.02], [0.01, -0.01, 0.01], [-0.01, -0.02, -0.03], [-0.02, -0.01, 0.03], [-0.13, 0.05, -0.05], [0.58, 0.07, -0.28], [-0.21, 0.04, 0.15], [0.05, 0.02, 0.04], [-0.04, -0.01, 0.00], [-0.02, -0.04, -0.05], [0.00, 0.03, 0.02], [0.01, 0.01, 0.01], [0.04, -0.02, -0.03]]
}